Record 1
The following is a quantum chemistry calculation of a molecular structure, C43H44N5O3STeV at a distorted geometry, from the Open Molecules 2025 dataset.

HOMO-LUMO gap (alpha / beta) = 5.4 / 5.4 eV
net charge = +1
E_tot = -3774.5329 Ha
multiplicity = 2
⟨S²⟩ = 0.79

Cartesian coordinates (Å):
H (-4.419, -7.254, 1.843)
N (2.068, -0.061, 0.190)
H (-4.368, -1.730, 3.793)
O (0.237, -1.471, 2.517)
H (-4.487, -2.828, -3.830)
H (-5.468, -2.941, -0.458)
H (-7.207, -7.248, 3.253)
H (-6.566, 1.959, -0.594)
Te (-2.962, -2.254, 1.080)
H (-6.068, -2.132, 4.025)
C (-5.693, -4.610, 3.483)
C (3.700, -0.106, 6.011)
H (-5.502, -1.524, 2.461)
S (-0.139, -0.646, 3.699)
C (3.129, -0.114, -0.272)
N (-0.528, 0.677, 2.892)
C (-4.991, -3.581, 2.866)
H (-2.418, -2.521, -5.738)
H (5.209, -1.693, -1.972)
H (0.338, -4.161, -0.908)
H (-1.867, -5.213, 0.672)
H (-2.760, -6.718, 0.414)
C (-0.041, 4.777, 3.639)
C (-4.068, -3.894, 1.858)
C (-2.385, -3.219, -3.707)
H (-0.333, -3.574, -3.239)
C (-3.629, -2.901, -3.171)
H (4.442, 1.857, -1.064)
C (-2.698, -2.783, -0.953)
N (4.313, -0.216, -0.786)
H (4.250, -2.304, -0.611)
H (0.493, -1.135, 6.415)
H (-0.525, 4.377, 5.667)
C (0.442, 4.983, 1.192)
C (-0.346, 2.010, 3.269)
C (1.381, -0.734, 5.946)
C (2.460, 0.164, 3.975)
H (-3.276, 0.760, -3.066)
C (-2.901, 0.839, -0.963)
H (2.620, -0.905, 7.682)
C (-5.018, 1.378, -1.960)
H (-6.560, -6.763, 4.817)
H (-5.646, 1.478, -2.836)
C (-0.188, -3.242, -0.639)
C (1.338, -0.346, 4.616)
C (-2.224, -3.442, -5.185)
C (3.643, 0.287, 4.678)
C (0.157, 4.226, 2.349)
C (-0.368, 3.958, 4.683)
H (-2.928, -4.193, -5.546)
C (-5.534, 1.649, -0.698)
H (0.791, 4.918, -0.921)
H (-2.791, 1.004, 1.177)
C (-5.248, -2.164, 3.309)
H (0.681, 2.426, -1.014)
O (-0.891, 0.505, -2.202)
H (-1.216, -3.774, -5.428)
H (4.632, -0.027, 6.554)
C (-3.418, 1.111, 0.300)
H (-0.398, -3.261, 0.429)
C (0.606, 4.357, -0.016)
H (0.063, 5.845, 3.779)
H (5.844, -1.575, -0.312)
C (0.043, 2.837, 2.186)
C (-4.586, -6.221, 2.131)
O (-1.133, -1.123, 4.597)
C (-4.734, 1.523, 0.429)
H (-6.405, -4.362, 4.263)
C (0.537, 2.958, -0.080)
H (-5.140, 1.736, 1.409)
C (5.051, 0.971, -1.220)
H (-3.130, -5.285, -0.547)
H (-5.709, -7.962, 3.837)
N (0.281, 2.219, 0.982)
C (-5.506, -5.939, 3.130)
H (0.487, -2.404, -0.838)
H (-0.856, 1.947, 5.334)
C (-3.700, 0.980, -2.096)
C (2.574, -0.607, 6.644)
C (4.945, -1.532, -0.928)
H (5.973, 1.060, -0.646)
C (-1.492, 0.413, -1.158)
C (-0.542, 2.567, 4.504)
V (0.255, 0.139, 1.148)
C (-5.183, -2.328, -1.314)
C (-1.310, -3.318, -2.842)
H (2.420, 0.471, 2.934)
H (-5.920, -2.476, -2.102)
H (5.291, 0.883, -2.279)
C (-6.285, -7.038, 3.799)
N (-0.840, -0.109, -0.028)
C (-1.438, -3.101, -1.469)
H (0.512, 6.061, 1.268)
C (-3.806, -2.675, -1.814)
C (-3.855, -5.227, 1.489)
H (4.524, 0.684, 4.192)
H (-5.227, -1.284, -0.991)
C (-2.850, -5.634, 0.447)

Cartesian forces, eV/Å:
H 0.01 -0.01 0.01
N 0.11 0.05 0.23
H 0.00 0.00 -0.01
O 0.36 0.13 -0.14
H -0.01 0.00 0.00
H -0.01 -0.02 -0.01
H 0.00 0.00 0.00
H 0.00 0.00 0.00
Te 0.08 -0.42 0.26
H 0.00 0.00 0.01
C 0.00 -0.03 0.00
C -0.01 -0.02 0.01
H 0.00 0.00 0.00
S -0.20 0.35 0.32
C -0.04 -0.13 -0.01
N 0.48 0.16 0.06
C -0.05 0.01 -0.09
H 0.00 0.00 0.00
H -0.01 0.00 0.00
H 0.00 0.00 0.00
H -0.01 0.02 -0.01
H 0.02 0.00 0.01
C -0.02 -0.03 0.02
C -0.09 0.08 0.01
C 0.02 0.01 0.01
H 0.01 0.00 0.00
C 0.00 -0.02 0.00
H 0.00 0.00 0.00
C -0.05 0.25 -0.06
N -0.01 0.01 -0.01
H 0.00 0.00 0.00
H 0.00 -0.02 -0.01
H 0.01 0.01 0.00
C 0.01 -0.02 -0.05
C -0.17 0.03 0.15
C -0.04 0.06 0.02
C -0.02 0.08 0.00
H 0.00 -0.01 0.00
C 0.02 0.06 -0.05
H 0.01 -0.02 0.00
C 0.02 0.01 -0.02
H 0.00 0.00 0.00
H -0.01 -0.01 0.00
C -0.01 -0.01 0.00
C 0.03 -0.20 -0.03
C 0.00 -0.01 0.00
C 0.00 0.02 0.00
C -0.03 0.00 -0.04
C 0.03 0.04 -0.04
H 0.00 0.00 0.00
C 0.01 0.03 0.02
H 0.02 0.00 0.00
H -0.02 -0.03 -0.01
C 0.02 0.01 0.03
H 0.02 0.00 0.00
O 0.00 0.06 0.03
H 0.00 0.00 0.00
H -0.01 0.03 0.01
C 0.03 0.06 -0.02
H 0.01 0.01 -0.01
C -0.02 0.03 0.03
H -0.01 0.01 0.00
H 0.00 0.00 0.00
C -0.02 0.09 -0.13
C -0.03 -0.01 -0.01
O 0.04 -0.22 -0.09
C -0.02 0.02 -0.01
H 0.01 0.00 0.02
C 0.02 -0.06 0.02
H 0.00 0.00 0.00
C 0.01 0.01 -0.02
H -0.01 -0.02 0.01
H 0.00 0.00 0.00
N 0.22 0.13 0.39
C 0.01 0.02 -0.01
H 0.00 -0.01 0.00
H 0.00 0.00 0.00
C -0.02 0.01 -0.01
C 0.00 0.02 0.01
C 0.00 -0.01 -0.01
H 0.00 0.00 0.00
C -0.16 -0.17 -0.21
C -0.03 -0.03 -0.01
V -0.85 -0.56 -0.71
C 0.00 0.01 0.03
C -0.01 0.01 -0.01
H 0.02 -0.04 -0.01
H -0.01 0.02 -0.01
H -0.01 0.00 0.00
C -0.02 0.00 -0.01
N 0.35 0.30 0.13
C 0.00 0.00 0.03
H 0.01 0.00 0.00
C -0.02 -0.05 0.01
C 0.05 0.01 -0.01
H 0.00 0.00 0.00
H 0.01 -0.04 0.02
C 0.01 -0.02 0.01

=====

Record 2
The following is a quantum chemistry calculation of a molecular structure, C43H44O5PtS3, from the Open Molecules 2025 dataset.

HOMO-LUMO gap = 4.8 eV
net charge = -2
ΔE to the lowest compared entry with this formula, charge and spin = 0.0 kJ/mol
E_tot = -3355.1346 Ha

Cartesian coordinates (Å):
H (-2.198, -2.986, -5.841)
O (-2.474, -2.714, -3.159)
C (-2.488, -0.003, -1.174)
H (-0.296, -0.840, 6.747)
C (-2.473, 4.345, -1.310)
H (-4.642, -1.119, -5.085)
O (-2.526, -0.502, -3.622)
H (-4.862, -1.877, -3.496)
H (-3.501, -3.884, -1.520)
H (-6.982, 0.368, -2.553)
H (-2.264, -1.236, -6.160)
H (-0.841, -0.057, -2.509)
C (-0.573, -6.402, -2.960)
H (4.635, 1.503, 2.277)
C (-1.372, -2.126, -2.456)
C (-2.748, 2.263, -0.141)
C (0.871, 1.356, 4.461)
S (0.377, 1.800, 0.800)
H (-1.924, 1.717, -3.370)
C (1.598, -5.719, -2.226)
C (-3.990, -0.340, -1.102)
C (0.271, 0.227, 4.997)
H (-1.223, -7.124, -3.444)
C (-3.967, -4.415, 0.497)
C (0.646, 1.055, 7.213)
C (-2.308, -3.877, 2.140)
H (0.935, 3.776, 8.147)
H (-0.511, -2.962, 1.368)
H (-0.500, -2.145, -3.123)
H (-2.175, -5.054, -2.545)
H (-2.986, 4.182, 0.771)
C (-5.814, -1.387, 0.091)
C (0.788, -6.656, -2.849)
C (-1.707, -0.282, 3.238)
H (-1.981, -3.845, 3.173)
C (-1.761, -0.633, -2.398)
H (1.818, 3.220, 4.899)
H (-2.468, 5.429, -1.313)
H (-4.944, -4.805, 0.232)
H (1.780, 3.729, 2.425)
C (2.475, 3.357, 1.665)
H (2.663, -5.900, -2.131)
C (-4.458, -1.116, -0.050)
C (1.243, 2.205, 6.700)
Pt (0.196, -0.355, 0.097)
S (2.433, -0.551, 0.320)
H (-6.149, -2.011, 0.913)
C (-1.999, -1.997, -5.424)
H (1.672, -3.793, -1.238)
C (-0.857, -2.939, -1.240)
H (-7.789, -1.074, -0.700)
C (-1.486, -3.379, 1.141)
H (4.887, 0.090, 1.251)
O (-1.884, -0.418, -0.015)
H (1.209, -7.575, -3.242)
C (0.165, 0.064, 6.369)
C (4.432, 1.080, 1.289)
C (2.953, 0.976, 1.008)
H (-2.116, -0.931, 2.466)
C (1.058, -4.542, -1.721)
C (1.756, 3.280, 7.623)
C (1.349, 2.337, 5.319)
H (2.305, 4.040, 7.069)
C (-1.112, -5.229, -2.451)
H (4.942, 1.706, 0.548)
H (-1.928, 4.172, -3.377)
C (-2.443, 1.543, -1.293)
C (-6.277, -0.062, -1.850)
O (0.209, -2.254, -0.727)
C (-3.556, -4.404, 1.819)
H (-2.419, -0.098, 4.044)
C (-1.894, -3.375, -0.191)
C (-4.922, 0.199, -1.990)
C (2.086, 1.981, 1.198)
S (-0.293, -1.122, 3.943)
H (-1.351, 0.630, 2.757)
H (-4.503, -2.883, -4.919)
H (-0.936, -1.910, -5.207)
H (2.441, 4.073, 0.837)
H (-3.735, -1.499, 0.658)
C (-2.768, 3.646, -0.145)
H (0.561, 0.931, 8.288)
H (-4.581, 0.838, -2.793)
C (-4.308, -1.927, -4.431)
C (-2.169, 3.640, -2.463)
O (-0.836, -2.147, 4.900)
H (2.424, 2.865, 8.381)
C (-6.730, -0.867, -0.811)
H (-4.199, -4.797, 2.599)
C (-2.824, -1.787, -4.153)
H (-2.943, 1.707, 0.767)
H (0.951, 1.463, 3.382)
C (-0.304, -4.279, -1.826)
C (-2.157, 2.248, -2.456)
C (-3.146, -3.899, -0.500)
H (3.482, 3.377, 2.088)

Cartesian forces, eV/Å:
H 0.00 0.00 0.00
O -0.01 0.01 0.03
C -0.05 0.00 -0.08
H 0.01 -0.02 0.00
C -0.01 0.01 -0.03
H 0.00 0.00 -0.01
O -0.05 0.01 0.03
H 0.01 -0.01 -0.01
H -0.04 0.05 0.03
H 0.00 0.00 0.00
H 0.00 0.00 0.01
H 0.01 0.00 0.01
C 0.00 0.01 0.00
H -0.01 0.00 -0.01
C 0.01 0.05 -0.01
C -0.01 -0.01 0.01
C -0.03 -0.08 -0.11
S -0.10 0.01 0.12
H 0.00 0.01 0.00
C 0.02 0.02 0.01
C -0.04 -0.01 0.01
C -0.01 -0.07 0.09
H 0.00 0.00 0.00
C 0.00 0.03 -0.05
C 0.00 0.01 0.01
C -0.05 -0.01 0.04
H 0.00 0.00 0.00
H -0.02 -0.01 0.01
H 0.03 -0.01 0.01
H 0.11 -0.05 -0.03
H 0.00 0.01 0.00
C -0.02 0.01 -0.01
C 0.00 -0.01 0.00
C 0.02 0.04 -0.04
H 0.03 0.03 -0.01
C -0.04 0.02 -0.04
H 0.00 0.00 0.00
H 0.00 0.00 0.00
H -0.01 0.00 0.00
H -0.03 -0.02 -0.01
C 0.03 -0.02 0.06
H 0.00 -0.01 0.01
C -0.01 -0.01 0.04
C -0.01 -0.04 -0.01
Pt -0.01 0.12 -0.22
S 0.10 -0.07 0.08
H 0.00 0.00 0.00
C 0.00 -0.01 0.01
H 0.01 0.02 0.03
C 0.00 0.05 -0.07
H 0.00 0.00 0.00
C 0.03 0.07 0.01
H 0.00 0.00 0.01
O 0.08 0.10 0.06
H 0.00 0.00 0.00
C -0.01 0.07 -0.02
C 0.00 0.01 -0.02
C -0.03 0.07 -0.02
H 0.00 0.00 -0.02
C -0.05 0.04 -0.05
C 0.01 0.00 0.01
C 0.00 0.04 -0.02
H 0.00 0.00 0.00
C -0.01 -0.01 -0.03
H 0.01 0.00 0.00
H 0.00 0.00 0.00
C 0.01 -0.03 -0.03
C -0.01 -0.01 -0.01
O 0.03 -0.33 0.10
C 0.02 0.00 0.04
H 0.02 0.03 -0.01
C 0.07 -0.02 0.03
C -0.01 0.00 0.04
C -0.03 -0.03 -0.04
S -0.01 -0.14 0.15
H -0.03 0.03 -0.03
H 0.00 -0.01 0.00
H 0.01 0.00 0.00
H 0.01 0.01 -0.01
H -0.01 0.00 -0.02
C 0.02 -0.01 0.03
H 0.01 0.01 0.00
H 0.02 0.01 -0.02
C 0.00 0.00 0.00
C 0.01 0.00 0.02
O 0.00 0.00 -0.08
H 0.00 0.00 0.00
C 0.00 0.00 0.01
H -0.01 0.00 0.00
C 0.00 0.00 -0.01
H 0.00 0.00 0.01
H 0.05 0.03 0.00
C -0.02 0.04 -0.02
C 0.00 -0.03 0.01
C -0.06 -0.03 0.06
H 0.01 0.00 -0.01